Record 1
The following is a DFT calculation (ωB97M-V with the def2-TZVPD basis set) of C27H32BF3O5 as an isolated structure in a non-equilibrium geometry.

Summary:
Electronic energy = -1748.6147 hartree
Molar mass = 504.35 g/mol
Spin multiplicity = 1

Geometry (Å):
C: 2.26493 -2.24675 -0.30404
O: 1.13449 -1.43912 -0.74247
C: 0.19247 -1.12356 0.17494
C: -0.81368 -0.18469 -0.18398
C: -1.51954 0.47605 0.76325
C: -1.29653 0.23031 2.19638
C: -2.36540 0.73476 3.10821
O: -2.81308 -0.10252 3.98600
C: -3.36151 -1.37630 3.59409
C: -0.48679 -0.98303 2.48806
C: 0.20190 -1.62393 1.50478
H: 2.99072 -2.14148 -1.11568
H: 2.68824 -1.88723 0.65080
H: 1.96331 -3.30099 -0.20368
H: -0.95458 0.02070 -1.24515
H: -2.23935 1.25816 0.51387
H: -2.92837 1.63371 2.82067
H: -3.71148 -1.81668 4.52266
H: -4.18405 -1.19150 2.90035
H: -2.55687 -1.94794 3.14198
H: -0.43414 -1.35625 3.51454
H: 0.80317 -2.50679 1.75049
C: -3.28253 1.45465 8.09624
C: -3.70632 1.53470 6.71029
C: -3.78586 2.59356 5.82965
C: -4.54791 2.15334 4.71131
C: -4.92024 0.84034 4.97242
B: -0.28892 1.26956 2.85396
C: -5.98775 0.03517 4.43832
C: -6.67095 0.37435 3.24329
C: -7.48947 -0.54260 2.59921
C: -7.72541 -1.77950 3.18584
C: -8.59445 -2.80361 2.49949
F: -7.84218 -3.65984 1.73140
F: -9.28809 -3.56924 3.39921
F: -9.52624 -2.25432 1.66603
C: -7.16484 -2.10017 4.41906
C: -6.35973 -1.18147 5.07118
O: -0.09468 2.51123 2.34841
C: 0.44342 3.28672 3.44307
C: 1.49304 4.18053 2.81465
C: -0.68870 4.14253 3.99769
C: 0.97827 2.16994 4.46700
C: 2.46308 1.85423 4.28702
C: 0.71116 2.42437 5.93812
O: 0.20882 1.00783 4.11252
O: -4.35171 0.44911 6.17378
H: -3.65156 2.32709 8.65281
H: -3.62586 0.54690 8.60329
H: -2.18817 1.49852 8.13128
H: -3.38113 3.58618 5.95777
H: -4.83868 2.70589 3.81866
H: -6.54053 1.37456 2.83468
H: -7.93213 -0.30873 1.63908
H: -7.32354 -3.08666 4.84440
H: -6.00738 -1.39280 6.08742
H: 1.88290 4.88772 3.55525
H: 2.32300 3.60194 2.38899
H: 1.01341 4.74756 2.01069
H: -0.29912 4.85953 4.72777
H: -1.14664 4.69027 3.16667
H: -1.47669 3.54338 4.46716
H: 3.06780 2.67654 4.68892
H: 2.70650 0.95568 4.86560
H: 2.73026 1.68338 3.23658
H: 1.31898 3.28224 6.25582
H: -0.35097 2.61478 6.16267
H: 1.01752 1.53653 6.50847

These are the Löwdin partial charges, in e, on atoms 1 to 5: atom 1 (C): -0.0550, atom 2 (O): -0.0823, atom 3 (C): -0.2647, atom 4 (C): 0.0041, atom 5 (C): 0.0262



Record 2
The following is a DFT calculation (ωB97M-V with the def2-TZVPD basis set) of C5H8O as an isolated structure.

Summary:
Electronic energy = -270.3326 hartree
Molar mass = 84.12 g/mol
Spin multiplicity = 1

Geometry (Å):
C: 1.87846 0.59966 0.35456
C: -0.11116 0.44453 -0.71347
C: -0.43609 -1.05146 -0.76228
C: -1.68315 -0.61696 -0.00276
O: -1.28868 -0.30689 1.30795
C: -1.10760 0.72925 0.31426
H: 1.45451 0.03260 1.18502
H: 2.18443 1.59776 0.67864
H: 2.69840 0.05612 -0.12132
H: 1.15503 0.86145 -0.57656
H: 0.16161 -1.77268 -0.19758
H: -0.57543 -1.39606 -1.79054
H: -2.72677 -0.84753 -0.20210
H: -1.60355 1.67021 0.52618

These are the Löwdin partial charges, in e, on atoms 1 to 5: atom 1 (C): 0.0015, atom 2 (C): -0.0513, atom 3 (C): -0.1253, atom 4 (C): -0.2420, atom 5 (O): -0.0119



Record 3
The following is a DFT calculation (ωB97M-V with the def2-TZVPD basis set) of C4H4LiO5 as an isolated structure in a non-equilibrium geometry.

Summary:
Electronic energy = -538.5952 hartree
Molar mass = 139.01 g/mol
Net charge = -1
Spin multiplicity = 1

Geometry (Å):
O: 2.36588 0.25122 0.49036
C: 2.82814 -1.03291 0.00421
O: 2.04844 -1.94990 0.10586
Li: 3.58870 0.82267 -0.41270
O: -1.22653 1.31719 -0.07443
C: -2.05536 0.22483 -0.31874
C: 0.15673 1.22357 -0.39301
O: -3.18215 0.34037 0.20256
O: -1.57881 -0.74226 -0.93996
C: 0.94583 0.57982 0.73403
H: 0.48661 2.26287 -0.53974
H: 0.28153 0.66715 -1.33148
H: 0.93902 1.23946 1.61526
H: 0.48392 -0.38562 0.98720

These are the Löwdin partial charges, in e, on atoms 1 to 5: atom 1 (O): -0.3539, atom 2 (C): -0.3973, atom 3 (O): -0.0504, atom 4 (Li): 0.6638, atom 5 (O): -0.0535



Record 4
The following is a DFT calculation (ωB97M-V with the def2-TZVPD basis set) of a 9-piece molecular cluster, C42H102N6O9 overall in a non-equilibrium geometry.

Summary:
Electronic energy = -2666.8325 hartree
Molar mass = 835.31 g/mol
Spin multiplicity = 1

Geometry (Å):
C: -2.30760 -11.23279 -1.88562
C: -1.17660 -10.51626 -1.08577
C: 0.07950 -10.89040 -1.93543
C: -1.45065 -8.99584 -1.09857
C: -0.71423 -8.19965 -0.02683
C: -0.85791 -8.89219 1.34434
C: -0.54099 -10.43855 1.38873
C: 0.93899 -10.76564 1.43251
C: -1.18832 -10.94389 2.68446
N: -1.28487 -11.11074 0.29229
O: -1.00717 -12.49145 0.26880
H: -3.31015 -11.09452 -1.48081
H: -2.45680 -10.85793 -2.89820
H: -2.09381 -12.28207 -2.08915
H: 0.21628 -11.96557 -2.05114
H: 0.10422 -10.50584 -2.95505
H: 0.95471 -10.52669 -1.39707
H: -1.03683 -8.58372 -2.01891
H: -2.53300 -8.87299 -1.05970
H: 0.34917 -8.11605 -0.25111
H: -1.21216 -7.23159 0.02833
H: -1.84491 -8.65360 1.74056
H: -0.20336 -8.34686 2.02425
H: 1.23932 -10.35905 2.39822
H: 1.55206 -10.26217 0.68501
H: 1.17622 -11.82936 1.41431
H: -0.99600 -12.00495 2.84338
H: -2.27646 -10.88135 2.67207
H: -0.78008 -10.39179 3.53100
H: -1.88005 -12.88819 0.31644
C: -4.11380 -4.55337 -3.99062
C: -3.36180 -5.66238 -3.27563
C: -2.04497 -5.08675 -2.71682
C: -4.12145 -6.25094 -2.07184
C: -5.40136 -7.07644 -2.40820
C: -4.95780 -8.23149 -3.34469
C: -4.16560 -7.72046 -4.56403
C: -3.45747 -8.86752 -5.25566
C: -5.19432 -7.04635 -5.53800
N: -3.11443 -6.78508 -4.17780
O: -2.15193 -6.58644 -5.11201
H: -4.21200 -3.86284 -3.15298
H: -3.52521 -4.07635 -4.77428
H: -5.14042 -4.69625 -4.32784
H: -2.05471 -4.02399 -2.47485
H: -1.81374 -5.72860 -1.86673
H: -1.19911 -5.06608 -3.40398
H: -3.45370 -6.98292 -1.61749
H: -4.37692 -5.58370 -1.24867
H: -5.78406 -7.53983 -1.49885
H: -6.21996 -6.45592 -2.77284
H: -5.91553 -8.63535 -3.67295
H: -4.44459 -9.00401 -2.77203
H: -3.16018 -8.63547 -6.27835
H: -4.14089 -9.71538 -5.30210
H: -2.61474 -9.20497 -4.65229
H: -5.65331 -7.83476 -6.13451
H: -4.61926 -6.50114 -6.28643
H: -5.95875 -6.39131 -5.12009
H: -1.59515 -7.34951 -4.94078
C: 8.13695 -0.34970 -10.61426
C: 6.86359 -0.64395 -9.78278
C: 6.94857 0.05387 -8.33251
C: 5.61498 0.01723 -10.50907
C: 5.08056 -0.66573 -11.74660
C: 4.78244 -2.06707 -11.31354
C: 5.99003 -2.89526 -10.66868
C: 5.39545 -4.15454 -9.98719
C: 6.84947 -3.30321 -11.90828
N: 6.67482 -2.05490 -9.62940
O: 7.67975 -2.72114 -8.97455
H: 9.01539 -0.67602 -10.05752
H: 8.19773 -0.98817 -11.49560
H: 8.23784 0.71081 -10.84502
H: 6.13564 -0.33822 -7.72136
H: 7.78456 -0.23177 -7.69404
H: 6.75367 1.11567 -8.48313
H: 4.82981 0.18395 -9.77163
H: 5.95640 0.99718 -10.84258
H: 4.21438 -0.22048 -12.23607
H: 5.85681 -0.80415 -12.49918
H: 4.42331 -2.63074 -12.17459
H: 3.95429 -2.05556 -10.60492
H: 6.19496 -4.79571 -9.61599
H: 4.80233 -4.66712 -10.74454
H: 4.74530 -3.84722 -9.16807
H: 6.33178 -3.98629 -12.58172
H: 7.71074 -3.82236 -11.48778
H: 7.22712 -2.47898 -12.51336
H: 7.29617 -2.79459 -8.09759
C: 6.54338 -8.96404 -6.30985
O: 6.07587 -8.88501 -7.64212
C: 4.74268 -9.32374 -7.81876
C: 4.38692 -8.97099 -9.32690
C: 4.05249 -7.49296 -9.58049
N: 3.19262 -9.70047 -9.83269
H: 7.54602 -8.54680 -6.21648
H: 6.64118 -9.96051 -5.87908
H: 5.96296 -8.35021 -5.62106
H: 4.58561 -10.38604 -7.63175
H: 4.00484 -8.79960 -7.21133
H: 5.23731 -9.19625 -9.97049
H: 4.89751 -6.91147 -9.21186
H: 3.09841 -7.24178 -9.11707
H: 3.90245 -7.37037 -10.65313
H: 3.34939 -10.66615 -9.58174
H: 2.51213 -9.47430 -9.12142
C: 4.22115 -5.11123 -5.93928
O: 2.93939 -5.33615 -5.39276
C: 2.51453 -6.71039 -5.38151
C: 1.22722 -6.91151 -4.51985
C: 1.50307 -6.56827 -3.06166
N: 0.74491 -8.26890 -4.65969
H: 4.48101 -4.05298 -5.91327
H: 4.27309 -5.45558 -6.97214
H: 4.98119 -5.58626 -5.31896
H: 2.38765 -7.05978 -6.40617
H: 3.33559 -7.28741 -4.95606
H: 0.37439 -6.38017 -4.94232
H: 0.68608 -6.76832 -2.36841
H: 1.80402 -5.52222 -3.00424
H: 2.43332 -6.99645 -2.68831
H: 0.72849 -8.59446 -5.61564
H: 1.34014 -8.93394 -4.18691
C: 5.89355 -1.59533 -5.55770
O: 6.68683 -2.58684 -6.24783
C: 7.60075 -3.24901 -5.39517
C: 8.64413 -4.13991 -6.12605
C: 7.92268 -5.33383 -6.84457
N: 9.55177 -4.74900 -5.18303
H: 5.00831 -1.35930 -6.14824
H: 6.44695 -0.66380 -5.43896
H: 5.58684 -1.94767 -4.57287
H: 8.18567 -2.54711 -4.80078
H: 7.01640 -3.74226 -4.61842
H: 9.29923 -3.60914 -6.81686
H: 7.52510 -4.91654 -7.76972
H: 7.03884 -5.74109 -6.35357
H: 8.54772 -6.20287 -7.04998
H: 9.96021 -5.55689 -5.63091
H: 10.33406 -4.15064 -4.95924
C: 3.62543 -3.35035 -2.40055
O: 3.80167 -1.95970 -2.15107
H: 4.21734 -3.76575 -3.21614
H: 3.80053 -3.99235 -1.53725
H: 2.56641 -3.54574 -2.56910
H: 4.72329 -1.78902 -1.94354
C: -0.47603 -10.15980 -7.38856
O: 0.83455 -9.84224 -7.54067
H: -0.79259 -10.11348 -6.34658
H: -1.06191 -9.37864 -7.87294
H: -0.74267 -11.11410 -7.84278
H: 1.35304 -10.59667 -7.25154
C: 7.56358 -6.26502 -3.23736
O: 8.11176 -5.09868 -2.63914
H: 7.01316 -6.74754 -2.42970
H: 6.87541 -5.96473 -4.02753
H: 8.32009 -6.90189 -3.69582
H: 8.67770 -4.75921 -3.33632

These are the Löwdin partial charges, in e, on atoms 1 to 5: atom 1 (C): -0.0571, atom 2 (C): -0.4464, atom 3 (C): -0.0314, atom 4 (C): -0.1360, atom 5 (C): -0.1747



It is found that the relative energy (zero: lowest compared OMol25 entry of this formula, charge and spin) values, taken in the order of the records, are 78.3 141.4 61.6 16.3 kcal/mol.